Computed, not measured: a cluster of 8 separate species, C20H26N8O2 in total at a distorted geometry, with the ωB97M-V functional and the def2-TZVPD basis.

Results
DFT total energy: -1365.640402 Eh
Multiplicity: 2
HOMO energy (spin up / spin down): -0.475 / -0.475 hartree
F_max: 5.2 eV/Å
⟨S²⟩: 0.773
Net charge: +1

Geometry as XYZ:
```
56
Properties=species:S:1:pos:R:3:forces:R:3
C 12.20215 -15.49106 5.80130 -0.9 -0.6 0.2
C 12.05497 -16.79597 6.47467 0.5 0.1 0.4
N 11.95756 -17.79094 7.04538 0.0 0.5 -0.3
H 11.82152 -14.71366 6.46377 0.1 0.1 0.3
H 11.48776 -15.51122 4.97830 0.5 0.2 -0.4
H 13.22413 -15.26170 5.49956 -0.2 -0.2 -0.1
C 12.32780 -12.45254 0.75654 -1.0 -0.6 1.2
C 12.01159 -13.31402 1.96046 0.9 1.2 -1.2
N 11.79471 -13.99095 2.86128 -0.1 0.2 0.3
H 13.36397 -12.11844 0.70338 0.0 -0.6 0.0
H 11.70367 -11.56083 0.81493 -0.2 -0.1 0.0
H 11.98381 -13.04586 -0.09065 0.4 0.2 -0.2
C 9.10724 -8.69824 3.10216 0.2 -0.1 0.0
C 9.28132 -9.68990 2.04884 0.0 -0.8 -1.0
N 9.39369 -10.43174 1.16784 0.0 0.6 1.0
H 9.52446 -9.06301 4.04075 -0.1 0.0 0.0
H 8.04673 -8.48240 3.23187 0.1 0.1 0.0
H 9.67939 -7.81462 2.81937 -0.3 0.2 0.1
C 14.31762 -9.96791 -1.48896 -0.1 1.0 1.1
C 15.35700 -9.09897 -1.99456 3.9 2.7 -2.3
N 16.18620 -8.34462 -2.39011 -3.2 -2.9 1.6
H 13.44957 -9.31017 -1.53323 -0.5 -0.6 -0.3
H 14.53359 -10.01922 -0.42180 0.0 -0.5 0.1
H 14.21748 -10.96800 -1.91073 0.1 0.4 -0.2
C 9.51003 -15.87349 1.40878 -0.7 -1.2 -0.9
C 8.94223 -16.84819 2.32074 -0.3 0.3 1.5
N 8.38850 -17.52249 3.07063 0.3 0.0 -0.3
H 8.87903 -14.98478 1.39739 0.5 0.2 0.2
H 9.26080 -16.41317 0.49515 0.5 0.5 -0.8
H 10.58972 -15.75408 1.49891 -0.4 0.2 0.1
C 10.71482 -9.64353 -1.62494 0.3 0.8 -1.5
C 11.27048 -9.29743 -2.96269 -0.7 -0.3 1.1
N 11.63027 -9.05820 -4.01921 0.4 0.2 -0.6
H 9.63174 -9.64870 -1.74744 0.0 -0.4 0.2
H 10.94570 -8.81061 -0.96084 0.2 -0.4 0.3
H 11.14029 -10.61131 -1.35945 -0.3 0.2 0.4
C 17.27327 -12.84477 2.02012 0.3 0.1 -1.5
C 16.43683 -12.73288 0.80107 -2.9 -0.4 -3.1
N 15.74925 -12.70974 -0.17182 2.7 0.1 4.0
H 17.74070 -13.82929 2.03791 -0.4 -0.2 0.2
H 16.72397 -12.60525 2.93062 0.2 0.0 -0.2
H 18.11916 -12.19712 1.78966 0.0 0.4 0.7
C 12.07884 -12.00506 5.83601 2.7 0.5 0.1
C 10.70408 -11.77032 5.91771 -1.9 0.6 0.5
C 10.18967 -11.02955 6.96765 -0.5 -0.5 -0.1
C 11.02951 -10.52274 7.93970 -1.6 -0.1 -0.8
C 12.40969 -10.82883 7.91647 0.9 0.3 -0.1
C 12.92657 -11.50390 6.83696 -0.2 -0.4 0.7
N 10.42919 -9.68383 9.00703 -0.5 -0.1 0.6
O 11.15936 -9.42822 9.92368 1.2 0.1 0.5
O 9.26898 -9.36638 8.94556 -0.1 -0.3 -0.9
H 12.61571 -12.45395 5.01341 -0.7 -0.5 -0.4
H 9.94325 -12.08118 5.21707 0.5 -0.5 -0.5
H 9.11136 -10.97637 6.99645 0.0 0.6 0.4
H 13.03843 -10.47883 8.72182 0.0 0.0 0.1
H 13.98275 -11.72809 6.86187 0.0 0.0 -0.4
```
Forces are in eV/Å.

---

Computed, not measured: a cluster of 2 separate species, C20H26NO5S3 in total at a distorted geometry, with the ωB97M-V functional and the def2-TZVPD basis.

Results
DFT total energy: -2402.879440 Eh
HOMO energy: -0.178 hartree
F_max: 5.8 eV/Å
Net charge: -1

Geometry as XYZ:
```
55
Properties=species:S:1:pos:R:3:forces:R:3
O 7.09549 -3.15678 2.21520 -2.2 0.6 -2.0
S 6.27233 -3.15243 0.94701 0.1 -4.6 -0.2
O 7.12788 -3.63025 -0.22411 -2.0 1.6 2.1
O 4.90562 -4.04028 1.01774 4.3 3.9 0.0
C 5.84282 -1.38204 0.56803 -0.4 0.4 -0.7
C 5.43261 -1.29613 -0.98171 -0.7 0.3 -0.4
C 4.18310 -0.28698 -1.26779 1.7 0.1 1.6
S 2.94987 -1.10953 -2.38291 -0.9 0.7 0.5
C 1.53789 -1.81794 -1.36578 0.6 -0.5 0.7
S 1.72248 -3.38988 -0.84289 -0.6 2.1 -0.8
N 0.37630 -0.93984 -1.14752 1.0 -1.1 1.6
C -0.76863 -1.62282 -0.51144 -4.5 -1.7 0.8
C -0.86204 -2.11104 0.95297 -2.4 -0.5 -1.5
C -2.13692 -2.79038 1.53237 -0.5 0.9 -3.6
C -3.39085 -2.98414 0.63410 2.9 1.8 -2.0
C -3.33689 -2.49606 -0.85447 3.2 0.7 1.9
C -2.03433 -1.82811 -1.41703 -0.2 -1.1 3.6
C 0.73010 0.33664 -0.48583 0.3 3.1 0.8
C 0.35508 1.64266 -1.27791 1.7 0.0 3.6
C 0.67275 3.01378 -0.63338 0.8 -4.1 1.5
C 1.33223 3.00729 0.77213 -0.4 -2.0 -0.9
C 1.70262 1.71404 1.56672 -2.0 -0.6 -4.0
C 1.38547 0.33834 0.91479 -0.7 3.6 -1.6
H 6.73509 -0.68418 0.72417 -1.1 -1.4 0.1
H 5.01703 -1.07718 1.29951 1.0 -0.5 -1.1
H 5.12344 -2.30710 -1.43456 0.8 1.4 1.0
H 6.32192 -0.87730 -1.56410 -1.1 -0.9 0.8
H 3.77765 0.01408 -0.24460 0.0 -0.4 -1.6
H 4.63790 0.67699 -1.72046 -1.3 -1.5 0.3
H 0.02374 -1.98741 1.65339 -1.4 -0.2 -1.2
H -2.20427 -3.18347 2.61170 0.4 0.9 -1.9
H -4.36590 -3.46257 1.00161 1.8 0.8 -0.4
H -4.22867 -2.57478 -1.57619 1.5 0.0 1.4
H -2.02081 -1.45470 -2.49315 0.1 -0.6 1.7
H -0.15920 1.54742 -2.30506 1.0 0.1 1.9
H 0.40164 3.94904 -1.22960 0.5 -1.4 1.3
H 1.55652 4.03070 1.24924 -0.4 -1.9 -0.8
H 2.18073 1.70277 2.59785 -0.7 0.4 -1.6
H 1.64756 -0.63015 1.47270 -0.4 1.6 -1.2
C -5.81307 2.89448 0.75071 0.0 -0.2 0.1
O -5.36259 1.55412 0.62563 0.0 0.3 -0.2
C -4.86906 1.26685 -0.68221 0.2 -0.4 0.3
C -3.34472 1.27976 -0.71634 -0.1 0.4 -0.2
O -2.83202 2.59195 -0.48621 -0.2 -0.1 0.3
C -2.36230 2.75916 0.84505 0.1 0.0 -0.1
H -5.94983 3.11031 1.81161 0.0 -0.1 0.0
H -5.09264 3.60684 0.34102 0.0 0.0 0.0
H -6.77527 3.01062 0.24134 0.0 0.1 0.0
H -5.28482 1.96455 -1.41775 0.1 0.0 0.1
H -5.21676 0.26115 -0.93994 0.0 0.0 0.0
H -3.01364 0.97941 -1.71523 0.0 -0.1 0.0
H -2.92955 0.56603 0.00352 -0.1 0.0 0.0
H -1.40640 2.24189 0.96674 0.0 0.0 0.1
H -3.07895 2.38684 1.58050 -0.1 0.0 0.0
H -2.20771 3.82579 1.02080 0.0 0.0 -0.1
```
Forces are in eV/Å.

---

Computed, not measured: a structure of composition C20H27AsCl3IrN2O8S4Sb at a distorted geometry, with the ωB97M-V functional and the def2-TZVPD basis.

Results
ΔE to the lowest compared entry with this formula, charge and spin: 0.00 kJ/mol
DFT total energy: -7043.379090 Eh
Multiplicity: 6
HOMO energy (spin up / spin down): -0.064 / -0.105 hartree
F_max: 1.2 eV/Å
⟨S²⟩: 8.785
Net charge: -2

Geometry as XYZ:
```
67
Properties=species:S:1:pos:R:3:forces:R:3
Ir -0.47038 0.34425 0.14001 0.1 0.1 0.2
S 2.67047 -6.27936 1.25595 -0.3 0.3 -0.5
Sb 2.62491 -4.60830 -0.38406 0.7 -0.4 0.9
S 0.19923 -2.24310 0.49279 -0.3 0.1 0.1
S 2.08961 -2.50907 0.98264 0.2 -0.2 -0.2
S 4.79322 -4.19130 -1.03351 -0.4 0.2 -0.2
C -2.52167 3.92938 1.98207 0.0 0.1 0.0
C -1.88179 2.90236 1.10090 0.0 0.3 -0.3
N -1.38876 1.82957 1.57918 0.0 -0.1 -0.3
O -1.38532 1.69305 2.93824 -0.1 -0.2 0.2
C -1.69216 3.10833 -0.34337 -0.1 0.1 0.4
C -2.43636 4.12183 -1.15110 0.0 0.1 0.1
N -0.80342 2.33541 -0.90381 -0.1 -0.1 -0.2
O -0.52716 2.48251 -2.14838 0.1 0.0 0.0
H -2.12855 3.82882 2.99210 0.0 0.0 0.0
H -3.60280 3.77376 2.02303 0.0 0.0 0.0
H -2.33068 4.93591 1.61261 0.0 0.0 0.0
H -0.62510 1.06870 3.02966 0.2 0.0 0.1
H -2.83752 4.92856 -0.53382 0.0 -0.1 0.0
H -3.27391 3.64235 -1.67316 0.1 0.1 0.0
H -1.77653 4.53454 -1.91485 0.0 0.0 0.0
O 2.06914 0.93499 3.84893 -0.1 0.1 -0.2
C 1.90142 0.68287 2.65504 -0.2 -0.4 0.0
O 0.75286 0.42845 2.12303 0.4 0.2 0.1
C 3.12431 0.54508 1.76359 0.0 0.2 -0.1
C 4.35268 0.32627 2.37157 0.0 0.0 0.0
C 5.50991 0.07244 1.62528 0.0 0.0 0.1
C 5.36984 0.05719 0.26228 0.3 -0.1 0.0
O 6.33819 -0.16383 -0.68876 0.0 0.1 -0.1
C 5.63697 -0.24349 -1.93388 -0.1 0.0 0.3
O 4.31762 0.24623 -1.71676 0.2 0.1 0.0
C 4.16094 0.30048 -0.34892 -0.2 0.1 -0.2
C 3.02170 0.55681 0.36395 0.1 0.0 0.2
H 4.37725 0.32544 3.45407 0.0 0.0 -0.1
H 6.46642 -0.13536 2.09094 -0.1 0.0 0.0
H 5.59582 -1.28083 -2.26802 -0.1 -0.2 0.1
H 6.13738 0.38387 -2.66751 0.1 0.1 -0.1
H 2.07581 0.73494 -0.12443 -0.1 0.0 -0.1
C -2.41391 0.65195 -4.10025 0.1 0.0 0.0
C -0.92725 0.31402 -4.04535 -0.2 0.1 0.0
As -0.33871 -0.54330 -2.38746 0.1 -0.1 0.0
C -0.92946 -2.38950 -2.71801 -0.1 0.0 -0.2
C -0.54526 -3.07864 -4.02814 0.0 0.0 0.1
C 1.59742 -0.51687 -2.68705 0.0 -0.2 -0.1
C 2.16692 -0.95882 -4.03151 0.0 0.1 0.0
H -2.64816 1.15972 -5.04166 0.0 0.0 0.0
H -2.68355 1.30964 -3.27496 0.0 0.0 0.0
H -3.04053 -0.23795 -4.01858 0.0 0.0 0.0
H -0.32501 1.21585 -4.11286 0.0 0.1 0.0
H -0.64846 -0.35385 -4.86084 0.0 0.0 -0.1
H -2.01500 -2.31301 -2.63020 0.0 0.0 0.0
H -0.58812 -2.97569 -1.86958 0.0 -0.1 0.0
H -0.69585 -2.43959 -4.90134 0.0 0.0 0.0
H -1.16264 -3.97123 -4.16961 0.0 0.0 0.0
H 0.49562 -3.40310 -4.02749 0.0 0.0 0.0
H 2.04715 -1.09087 -1.87243 0.0 0.0 0.0
H 1.85215 0.52538 -2.50394 0.0 0.1 0.0
H 2.09203 -2.03466 -4.17440 0.0 0.0 0.0
H 3.22768 -0.69608 -4.08242 0.0 0.0 0.0
H 1.66567 -0.46997 -4.87066 0.0 0.0 0.0
Cl -5.15532 -2.93239 -0.90968 0.0 0.1 0.1
C -4.64452 -1.68724 0.25488 0.1 0.0 0.0
Cl -5.98241 -0.51385 0.46808 0.0 -0.1 0.0
Cl -4.30879 -2.47200 1.80770 0.0 0.1 -0.1
C -3.39821 -0.86757 -0.31353 0.1 0.1 0.0
O -3.40449 -0.70038 -1.53104 0.1 0.0 0.5
O -2.61539 -0.47666 0.58760 -0.2 -0.3 -0.4
```
Forces are in eV/Å.